{
  "formula": "C11H24N2O2PdSSe2",
  "method": "wB97M-V/def2-TZVPD",
  "species": ["Pd", "C", "C", "N", "C", "C", "S", "C", "C", "N", "H", "H", "H", "H", "H", "H", "H", "H", "H", "H", "H", "H", "H", "H", "O", "C", "C", "C", "O", "C", "Se", "C", "Se", "H", "H", "H", "H", "H", "H", "H", "H", "H", "H"],
  "positions_angstrom": [[0.25801, 0.38234, -0.51130], [-0.22599, 3.20780, 0.61931], [0.42581, 2.46035, 1.83582], [0.76989, 1.03126, 1.58075], [2.21937, 0.73525, 1.85923], [3.15934, 1.38056, 0.85620], [2.83186, 0.95991, -0.91261], [2.76772, 2.69479, -1.45680], [1.67223, 3.52749, -0.85767], [0.37297, 2.92339, -0.68919], [-0.27731, 4.29594, 0.82737], [-1.22188, 2.81383, 0.55022], [-0.28083, 2.58572, 2.63126], [1.29345, 3.02172, 2.15591], [0.10265, 0.44309, 2.06747], [2.26485, -0.34422, 1.84674], [2.47647, 1.17813, 2.86335], [4.19388, 1.10663, 1.07474], [3.10220, 2.48395, 0.87911], [2.64605, 2.64568, -2.54071], [3.72547, 3.10338, -1.19840], [1.54387, 4.39658, -1.61271], [1.98055, 3.99313, 0.07934], [-0.26155, 3.26825, -1.36826], [-2.71508, -5.04808, -0.15671], [-3.11343, -3.70104, -0.23189], [-1.93865, -2.66663, -0.44348], [-1.43329, -2.89924, -1.90219], [-0.60919, -4.08630, -1.89663], [-2.66609, -1.36058, -0.25463], [-2.05160, 0.33024, -0.98303], [-0.79768, -2.78892, 0.62157], [0.86684, -1.93185, -0.13406], [-2.30592, -5.20082, -1.01088], [-3.64102, -3.44446, 0.70054], [-3.93034, -3.59092, -0.95230], [-1.03714, -2.02746, -2.34480], [-2.27601, -3.20371, -2.50815], [0.26119, -3.75176, -1.58765], [-2.78434, -1.18558, 0.79220], [-3.65125, -1.44388, -0.70684], [-0.55170, -3.83026, 0.80191], [-1.16440, -2.46371, 1.61788]],
  "atomic_forces_ev_per_a": [[0.759, 0.932, -0.232], [0.250, -0.555, 0.429], [0.014, 0.456, -1.463], [0.448, 1.478, -0.138], [-1.147, 0.768, 0.837], [-0.010, 0.136, -0.517], [-0.089, 0.239, 0.633], [-0.245, -1.227, -0.505], [-0.456, 2.421, -1.451], [0.337, -0.557, 1.270], [0.102, -0.391, 0.093], [-0.710, 0.023, -0.025], [-0.472, -0.269, 0.598], [0.522, -0.109, 0.050], [0.550, -0.249, 0.164], [0.426, -0.252, 0.114], [-0.104, -0.722, -0.690], [-0.160, -0.051, 0.121], [0.038, -0.618, 0.327], [0.203, 0.003, 0.063], [0.516, 0.442, -0.199], [0.362, -0.935, 1.282], [0.074, -0.054, 0.006], [-0.542, 0.053, -0.771], [-0.160, 0.187, -0.010], [0.121, 0.321, 1.361], [-0.332, -0.569, -0.383], [-0.925, -1.970, 1.469], [0.564, 1.142, -0.398], [-0.449, 0.473, -0.678], [-0.271, 0.197, -0.334], [-0.513, -0.171, -0.714], [-0.260, -1.057, 1.164], [0.486, -0.452, -0.100], [0.424, -0.249, 0.180], [0.394, 0.287, -0.599], [1.039, 0.818, -0.404], [-0.467, 0.171, -0.211], [-0.366, -0.421, -0.147], [-0.304, 0.058, 0.723], [-0.260, -0.006, 0.093], [0.186, -0.200, -0.363], [0.430, 0.478, -0.646]],
  "mulliken_spin": [1.07, -0.02, 0.00, 0.12, -0.01, 0.00, 0.06, 0.00, -0.01, 0.04, 0.00, 0.01, 0.01, 0.00, -0.02, 0.00, 0.00, 0.00, 0.00, 0.00, 0.00, 0.00, 0.00, 0.00, 0.00, 0.00, 0.00, 0.02, 0.00, 0.00, 0.40, 0.01, 0.32, 0.00, 0.00, 0.00, -0.02, 0.00, 0.00, 0.00, 0.01, 0.00, 0.00],
  "homo_ev": [-6.40, -7.13],
  "total_charge": 0,
  "spin_multiplicity": 3,
  "s2": 2.01,
  "homo_lumo_gap_ev": [6.614, 6.507]
}